19
Properties=species:S:1:pos:R:3 method="wB97M-V/def2-TZVPD" energy_ha=-198.87499 smiles=CCC.CC molar_mass_g_mol=74.167 charge=0 relative_energy_kcal_mol=8.9
C -1.61 -0.61 0.97
C -2.28 -0.91 2.33
C -0.42 0.32 1.16
H -1.39 -1.57 0.52
H -2.37 -0.22 0.29
H -2.80 -0.05 2.73
H -0.61 1.00 1.98
H -1.53 -1.33 3.00
H -2.93 -1.78 2.25
H 0.48 -0.27 1.35
H -0.26 1.00 0.32
C 2.30 1.11 -2.51
C 1.64 0.06 -1.64
H 3.37 1.19 -2.31
H 2.24 0.82 -3.57
H 1.82 2.09 -2.50
H 1.53 0.30 -0.59
H 2.13 -0.92 -1.70
H 0.67 -0.22 -2.07



27
Properties=species:S:1:pos:R:3 method="wB97M-V/def2-TZVPD" spin_multiplicity=2 energy_ha=-687.54182 s2=0.759 molar_mass_g_mol=162.135 charge=+1 relative_energy_kcal_mol=24.0
O -1.92 -0.12 -0.35
H -2.22 -0.30 -1.27
H -2.20 0.82 -0.31
O 0.71 0.60 1.24
H 0.92 -0.34 1.53
H 0.73 0.37 0.28
O -1.88 1.76 1.98
H -1.93 0.80 2.16
H -0.95 1.63 1.67
O 1.23 3.93 1.57
H 1.91 3.76 0.91
H 1.47 3.21 2.18
O 0.66 -0.47 -3.63
H 0.53 0.43 -3.97
H 0.89 -0.43 -2.70
O 1.64 -1.85 2.12
H 2.51 -1.83 2.51
H 1.29 -2.74 1.93
O -2.24 -0.29 -3.07
H -2.79 0.00 -3.81
H -1.32 -0.47 -3.38
O -0.97 -2.99 0.56
H -1.90 -2.87 0.83
H -1.08 -2.37 -0.18
O 2.56 -0.46 -0.24
H 2.90 -0.45 0.66
H 2.99 0.27 -0.70



78
Properties=species:S:1:pos:R:3 method="wB97M-V/def2-TZVPD" spin_multiplicity=4 energy_ha=-2607.10342 s2=3.765 molar_mass_g_mol=763.921 charge=+2 relative_energy_kcal_mol=41.6
Re 0.43 2.48 -2.76
C 0.02 4.41 -3.36
C -1.26 4.52 -2.58
C -2.59 4.30 -3.34
C -2.54 3.22 -4.42
C -1.65 1.98 -4.09
C -0.21 2.03 -4.53
C 0.33 3.11 -5.47
C 0.10 4.51 -4.87
C -0.46 -1.23 -1.41
H 0.72 5.12 -2.91
H -1.27 5.56 -2.20
H -2.88 5.25 -3.81
H -3.40 4.07 -2.63
H -3.56 2.83 -4.51
H -2.28 3.64 -5.40
H -2.05 1.21 -4.77
H 0.10 1.03 -4.82
H -0.10 2.94 -6.46
H 1.42 3.00 -5.55
H 0.97 5.16 -5.06
H -0.79 5.02 -5.27
H 0.61 -0.98 -1.55
H -0.62 -2.33 -1.39
H -0.81 -0.79 -0.47
P -1.06 3.82 -0.88
P -1.45 -0.70 -2.80
C -1.23 1.99 -1.53
C -1.90 1.30 -2.70
C -2.03 4.17 0.58
C -3.24 4.88 0.60
C -3.81 5.26 1.81
C -3.19 4.93 3.02
C -2.01 4.18 3.02
C -1.44 3.78 1.82
C 0.71 4.42 -0.48
C 1.81 4.03 -1.24
C 3.12 4.45 -1.02
C 3.36 5.42 -0.05
C 2.28 5.86 0.70
C 0.97 5.38 0.53
C -2.89 -1.76 -2.78
C -3.79 -1.61 -1.69
C -4.78 -2.58 -1.47
C -4.90 -3.68 -2.33
C -4.02 -3.81 -3.42
C -3.03 -2.85 -3.65
C -0.52 -1.15 -4.30
C 0.72 -1.79 -4.21
C 1.52 -1.90 -5.35
C 1.03 -1.50 -6.61
C -0.29 -1.04 -6.72
C -1.09 -0.91 -5.57
H -1.44 1.46 -0.60
H -2.99 1.27 -2.53
H -3.71 5.17 -0.36
H -4.75 5.83 1.83
H -3.63 5.25 3.98
H -1.52 3.91 3.96
H -0.51 3.20 1.80
H 1.87 3.45 -2.26
H 3.89 4.02 -1.67
H 4.38 5.81 0.02
H 2.46 6.62 1.46
H 0.15 5.77 1.15
H -3.68 -0.75 -1.02
H -5.44 -2.47 -0.60
H -5.65 -4.44 -2.13
H -4.11 -4.67 -4.09
H -2.35 -2.98 -4.51
H 1.11 -2.15 -3.27
H 2.53 -2.28 -5.27
H 1.67 -1.54 -7.49
H -0.68 -0.75 -7.69
H -2.12 -0.58 -5.68
S 2.07 1.12 -3.19
C 0.97 1.64 -0.80
N 1.29 1.15 0.23



22
Properties=species:S:1:pos:R:3 method="wB97M-V/def2-TZVPD" energy_ha=-852.02945 molar_mass_g_mol=171.249 charge=+1 relative_energy_kcal_mol=127.4
C -3.60 1.15 -0.34
C -2.58 0.38 -1.06
C -2.17 0.30 1.03
C 1.74 0.23 -0.79
C 2.70 0.96 0.05
C 0.24 -1.70 -0.70
N -3.28 1.00 0.97
N 1.21 -0.86 -0.24
N -1.66 -0.09 -0.13
N 2.71 0.56 1.46
S -0.21 -2.90 0.44
H -4.37 1.73 -0.82
H -2.33 0.15 -2.12
H -1.69 0.19 1.94
H 1.43 0.37 -1.74
H 3.78 0.99 -0.20
H 2.53 1.98 -0.19
H 0.02 -1.74 -1.83
H 1.40 -0.93 0.80
H 1.81 0.66 1.97
H 3.47 1.07 1.83
H -1.15 -3.49 -0.31